74
Properties=species:S:1:pos:R:3 method="wB97M-V/def2-TZVPD" lumo_energy_ev=-7.82 gap_ev=6.04 max_force_ev_per_a=0.653 relative_energy_kj_mol=419.9 homo_energy_ev=-13.9 charge=+2
C 1.308 -2.862 -3.406
I 0.497 3.550 1.918
C 0.508 0.790 -5.022
H 2.745 2.604 0.227
C 2.668 -2.746 -3.164
N -5.784 1.199 1.197
C -3.241 0.207 1.650
H 4.550 -2.076 2.826
C 1.193 -2.725 2.704
Se -1.002 4.076 -1.454
C -5.595 0.082 1.900
C 3.621 -1.621 2.493
C -1.895 -0.272 1.900
C 0.439 -2.335 -2.471
N -3.003 2.292 -2.784
F 4.215 -2.800 0.526
N -0.818 0.480 -1.509
C -0.393 0.504 -3.973
H 4.525 2.970 -1.444
C 1.181 1.429 -2.406
C 2.166 -0.656 3.853
N -0.791 0.179 1.398
H 2.739 -2.716 4.195
C 2.380 -2.104 3.369
H 3.390 -3.122 -3.876
C 3.094 -2.157 -1.985
C 2.148 -1.692 -1.075
N 0.832 -1.748 -1.336
C 2.102 1.667 -3.437
H -0.634 -2.380 -2.638
C 0.431 -0.516 1.866
H -0.524 -2.502 1.526
C 3.339 2.240 -3.073
H 4.194 0.430 3.399
C -3.464 1.357 0.906
C -4.750 1.861 0.695
C 0.292 -2.008 2.042
H 4.084 2.434 -3.835
Ta -0.555 2.021 0.055
C 2.583 2.334 -0.807
C -4.232 -1.731 2.997
C 3.453 -1.825 1.022
H 1.072 -3.799 2.767
H -4.233 3.871 0.140
C -4.354 -0.469 2.176
C 3.391 -0.172 2.987
C -0.042 0.808 -2.693
H 0.929 -3.339 -4.298
H -1.826 -1.097 2.604
H -1.800 0.346 -1.753
H -1.352 0.050 -4.190
C -2.276 3.041 -2.292
C 1.735 1.333 -4.763
H -6.493 -0.396 2.274
C 1.741 -0.251 1.070
H 2.434 1.527 -5.567
C 2.522 -1.213 0.272
F 2.126 -0.464 5.191
H -5.975 3.514 0.211
C 3.585 2.543 -1.759
H 0.613 0.944 3.657
H -3.845 -2.545 2.379
C 2.286 0.399 2.126
O -2.380 2.011 0.427
H -4.999 2.927 -1.139
H -3.791 -1.236 4.849
N 1.399 1.814 -1.106
H 0.220 0.556 -6.038
C -5.000 3.123 -0.066
O -3.327 -1.585 4.081
H 4.147 -2.073 -1.763
H -0.409 -0.426 -1.155
H -5.222 -2.038 3.335
C 1.124 0.188 3.066